(1)
Formula: C14H15Cl4INO4S
Source: the Open Molecules 2025 dataset
Level of theory: ωB97M-V/def2-TZVPD

Calculated values
- charge = +1
- Kohn-Sham gap (eV) = 7.754
- max |F| (eV/A) = 4.08

Last column: Löwdin charge in e.
Geometry (Å):
C: -1.9229 -1.7067 4.1084  0.10
C: -1.7087 -2.3134 3.0904  -0.14
C: -1.3921 -2.9898 1.7563  -0.08
C: -0.4095 -2.0507 1.0402  -0.18
N: 0.8789 -2.1719 1.4174  0.14
C: 1.8881 -1.4361 0.9145  -0.11
C: 1.6295 -0.4604 -0.0494  -0.56
I: 3.3036 0.6388 -0.7538  1.13
C: 0.2753 -0.2804 -0.4841  -0.04
C: -0.0509 0.8109 -1.5250  -0.46
O: -0.8150 1.6630 -1.1662  0.16
O: 0.4936 0.8671 -2.7691  -0.06
C: 1.0000 2.1836 -3.0929  -0.24
C: 1.6120 2.1987 -4.5524  -0.65
C: 3.0339 1.5505 -4.4962  -0.12
Cl: 0.4444 1.2550 -5.5638  0.64
C: -0.7778 -1.1035 0.0482  -0.09
S: -2.5216 -1.0000 -0.4753  0.68
C: -3.5581 -0.5556 0.9375  -0.10
O: -2.7549 -0.1328 -1.5938  -0.25
O: -2.8870 -2.3514 -0.8649  -0.30
H: -1.9896 -0.9471 4.8829  0.04
H: -2.3454 -3.1304 1.2220  0.11
H: -0.8968 -3.9458 2.0180  0.14
H: 1.1110 -2.8655 2.1293  0.19
H: 2.8953 -1.6208 1.3213  0.14
H: 1.7494 2.5335 -2.3515  0.08
H: 0.1889 2.9440 -3.1116  0.13
H: 1.6339 3.2721 -4.8275  0.11
H: 2.9254 0.4635 -4.6585  0.08
H: 3.4498 1.7720 -3.4941  0.01
H: 3.6606 2.0150 -5.2855  0.09
H: -4.5585 -0.3357 0.5098  0.10
H: -3.5924 -1.3795 1.6696  0.05
H: -3.1585 0.3735 1.4012  0.09
C: 0.6639 1.7487 4.4793  -1.52
Cl: 1.9841 1.2828 5.5491  0.55
Cl: 0.3951 0.5023 3.2456  0.56
Cl: -0.8151 2.0328 5.3967  0.55
H: 0.9381 2.6699 3.9778  0.02

(2)
Formula: C14H15F2O3P
Source: the Open Molecules 2025 dataset
Level of theory: ωB97M-V/def2-TZVPD

Calculated values
- energy above the lowest of the compared OMol25 structures with the same formula, charge and spin (kJ/mol) = 0.00
- SMILES = O=COC[PH2]=O.Fc1ccccc1.Fc1ccccc1
- charge = 0
- Kohn-Sham gap (eV) = 10.147
- max |F| (eV/A) = 1.30

Last column: Löwdin charge in e.
Geometry (Å):
O: 0.3726 -3.1645 4.2920  0.08
C: 0.2246 -2.7633 3.1641  -0.35
O: -0.4782 -1.6492 2.8455  -0.07
C: -1.7336 -1.5570 3.4958  -0.30
P: -2.7196 -3.0994 3.3647  0.71
O: -2.3319 -3.9737 2.2361  -0.43
H: 0.6406 -3.2762 2.3014  0.15
H: -1.6280 -1.3228 4.5527  0.10
H: -2.2755 -0.7439 3.0429  0.07
H: -4.0469 -2.6471 3.2150  0.02
H: -2.6606 -3.7161 4.6286  0.02
F: -3.4820 0.0943 1.6079  0.02
C: -2.7415 0.3110 0.4883  -0.28
C: -1.9530 1.4397 0.4196  -0.01
C: -1.1917 1.6519 -0.7206  -0.07
C: -1.2381 0.7405 -1.7668  -0.09
C: -2.0423 -0.3871 -1.6734  -0.08
C: -2.8007 -0.6109 -0.5343  -0.01
H: -1.9370 2.1380 1.2460  0.12
H: -0.5645 2.5244 -0.7918  0.09
H: -0.6442 0.9098 -2.6552  0.10
H: -2.0796 -1.0965 -2.4884  0.11
H: -3.4260 -1.4884 -0.4353  0.12
F: 1.4874 3.2494 -1.2536  0.04
C: 2.4465 2.5268 -1.8726  -0.29
C: 2.9832 1.4357 -1.2210  -0.02
C: 3.9627 0.6922 -1.8619  -0.08
C: 4.3937 1.0514 -3.1315  -0.10
C: 3.8407 2.1551 -3.7656  -0.08
C: 2.8546 2.9004 -3.1363  -0.02
H: 2.6358 1.1769 -0.2296  0.12
H: 4.3897 -0.1698 -1.3682  0.11
H: 5.1601 0.4705 -3.6262  0.10
H: 4.1775 2.4382 -4.7532  0.10
H: 2.4050 3.7600 -3.6150  0.12

(3)
Formula: C14H15FN2O4S
Source: the Open Molecules 2025 dataset
Level of theory: ωB97M-V/def2-TZVPD

Calculated values
- energy above the lowest of the compared OMol25 structures with the same formula, charge and spin (kJ/mol) = 0.00
- SMILES = COC(=O)c1cc(S(=O)(=O)NCc2ccc(F)cc2)cn1C
- charge = 0
- Kohn-Sham gap (eV) = 9.456
- max |F| (eV/A) = 0.81

Last column: Löwdin charge in e.
Geometry (Å):
C: -0.2517 3.5268 -2.6702  -0.04
H: 0.6042 4.1069 -3.0210  0.10
H: -0.8183 3.1338 -3.5100  0.10
H: -0.8799 4.1701 -2.0500  0.10
O: 0.1852 2.3976 -1.9279  -0.03
C: 0.9705 2.6569 -0.8748  -0.43
O: 1.2908 3.7792 -0.5490  0.10
C: 1.3501 1.4194 -0.1966  -0.12
C: 0.9629 0.1308 -0.5308  0.02
C: 1.5290 -0.7218 0.4193  -0.26
C: 2.2465 0.0621 1.2990  -0.04
N: 2.1364 1.3510 0.9265  -0.08
C: 2.7902 2.4452 1.5966  0.00
H: 3.8695 2.3891 1.4437  0.10
H: 2.4229 3.3845 1.1892  0.08
H: 2.5848 2.4030 2.6667  0.10
H: 2.8325 -0.2364 2.1458  0.14
S: 1.3398 -2.4821 0.4826  0.65
O: 0.7218 -2.9097 -0.7310  -0.26
O: 2.5817 -3.0795 0.8787  -0.29
N: 0.3058 -2.7670 1.7712  -0.13
H: 0.8556 -2.9470 2.5968  0.11
C: -0.8084 -1.8669 1.9943  -0.19
C: -1.6157 -1.7081 0.7352  -0.25
C: -1.9695 -0.4477 0.2747  -0.05
C: -2.7011 -0.3004 -0.8909  0.00
C: -3.0654 -1.4353 -1.5895  -0.27
C: -2.7322 -2.7039 -1.1495  0.01
C: -2.0089 -2.8328 0.0200  -0.04
H: -1.7259 -3.8093 0.3771  0.12
H: -3.0318 -3.5662 -1.7228  0.12
F: -3.7730 -1.2986 -2.7312  0.06
H: -2.9763 0.6741 -1.2617  0.12
H: -1.6721 0.4321 0.8268  0.12
H: -1.4339 -2.3072 2.7800  0.13
H: -0.4700 -0.8777 2.3413  0.12
H: 0.3539 -0.1650 -1.3586  0.13